Record 1
Molecular formula: C3H5NO2S
Method: DFT, the ωB97M-V functional and the def2-TZVPD basis

The geometry in ORCA input format:
```
! RIJCOSX wB97M-V def2-TZVPD def2/J DEFGRID3
* xyz 0 1
C 1.516 -0.250 -0.289
C 1.141 1.083 0.142
C 0.981 -1.315 0.304
N -2.879 0.891 0.073
O -1.335 -1.116 -0.578
O 0.156 1.273 0.799
S -2.382 -0.567 0.256
H 2.374 -0.265 -0.869
H 1.765 1.871 -0.236
H 0.132 -0.937 0.885
H 1.192 -2.257 0.196
H -2.660 1.590 -0.683
*
```

## Properties
HOMO level in Eh: -0.369
Energy relative to the best compared isomer or geometry (same formula, charge and spin) in kJ/mol: 320.6
Calculated total energy in eV: -19609.1880
LUMO in hartree: -0.020
Orbital gap in eV: 9.48

Just the Mulliken charges please, in e? Sure, here they are: atom 1 (C): -0.168, atom 2 (C): 0.074, atom 3 (C): -0.760, atom 4 (N): -0.406, atom 5 (O): -0.429, atom 6 (O): -0.490, atom 7 (S): 0.545, atom 8 (H): 0.421, atom 9 (H): 0.374, atom 10 (H): 0.124, atom 11 (H): 0.428, atom 12 (H): 0.287

=====

Record 2
Molecular formula: C35H56BrF4InN2O3PSi
Method: DFT, the ωB97M-V functional and the def2-TZVPD basis

The geometry in ORCA input format:
```
! RIJCOSX wB97M-V def2-TZVPD def2/J DEFGRID3
* xyz 1 1
In 0.546 -0.460 0.269
C 3.189 1.197 2.152
C 2.956 1.652 0.718
N 1.595 2.158 0.490
C 1.275 3.303 1.367
C 2.262 4.471 1.346
C 1.429 2.469 -0.936
C -0.020 2.648 -1.392
N -0.591 1.404 -1.883
C -1.816 1.145 -1.688
C -2.921 2.017 0.460
F -1.912 2.398 1.229
C -4.219 1.666 1.022
F -4.517 1.894 2.293
C -4.982 1.088 0.096
C -3.784 -0.076 -1.941
F -4.653 -0.983 -2.348
C -2.487 -0.038 -2.259
F -1.844 -0.892 -3.034
H 4.146 0.681 2.223
H 2.399 0.513 2.477
H 3.215 2.035 2.847
H 3.102 0.798 0.045
H 3.709 2.399 0.438
H 1.191 2.926 2.387
H 0.287 3.666 1.093
H 3.207 4.220 1.830
H 1.824 5.305 1.895
H 2.477 4.820 0.336
H 1.837 1.626 -1.499
H 2.002 3.358 -1.222
H 0.005 3.331 -2.246
H -0.644 3.105 -0.619
H -6.007 0.772 0.211
C -1.543 -1.058 4.729
O -1.878 -2.084 3.788
P -1.451 -1.937 2.236
O -2.093 -3.314 1.711
C -3.408 -3.354 1.144
O 0.124 -2.372 2.254
C 0.580 -3.560 2.940
H -2.109 -1.262 5.632
H -1.811 -0.068 4.352
H -0.477 -1.081 4.960
H -3.639 -4.400 0.965
H -3.434 -2.814 0.195
H -4.148 -2.939 1.831
H 1.527 -3.319 3.417
H 0.721 -4.362 2.221
H -0.142 -3.873 3.690
C -2.885 1.738 -0.847
C -4.240 1.169 -1.218
C -5.078 2.015 -2.191
C -6.363 1.590 -2.517
C -7.135 2.327 -3.402
C -6.631 3.490 -3.967
C -5.346 3.905 -3.656
C -4.569 3.171 -2.770
H -6.765 0.676 -2.095
H -8.133 1.991 -3.651
H -7.241 4.072 -4.645
H -4.939 4.800 -4.107
H -3.564 3.496 -2.532
C -1.719 -6.503 -1.123
C -0.320 -6.298 -1.724
C 0.637 -6.043 -0.551
C 0.109 -7.594 -2.433
Si -0.349 -4.845 -2.982
Br -0.614 -2.990 -1.591
C -1.906 -4.780 -4.103
C -3.181 -4.420 -3.323
C -2.117 -6.146 -4.781
C -1.752 -3.710 -5.196
C 1.308 -4.525 -3.889
C 1.438 -3.067 -4.357
C 1.408 -5.458 -5.110
C 2.509 -4.813 -2.978
H -1.664 -7.268 -0.342
H -2.438 -6.849 -1.867
H -2.096 -5.584 -0.666
H 0.533 -6.860 0.171
H 0.393 -5.111 -0.040
H 1.680 -6.007 -0.857
H 0.075 -8.427 -1.724
H 1.132 -7.529 -2.813
H -0.547 -7.844 -3.269
H -3.421 -5.140 -2.542
H -4.022 -4.399 -4.023
H -3.105 -3.432 -2.869
H -2.367 -6.925 -4.059
H -1.239 -6.471 -5.345
H -2.954 -6.071 -5.482
H -1.633 -2.712 -4.767
H -2.657 -3.702 -5.811
H -0.912 -3.909 -5.861
H 0.647 -2.769 -5.044
H 2.393 -2.948 -4.879
H 1.431 -2.374 -3.515
H 0.652 -5.239 -5.864
H 1.311 -6.510 -4.829
H 2.387 -5.332 -5.582
H 2.483 -4.211 -2.066
H 3.429 -4.563 -3.515
H 2.572 -5.867 -2.703
*
```

## Properties
HOMO level in Eh: -0.408
Calculated total energy in eV: -149574.7351
LUMO in hartree: -0.099
Orbital gap in eV: 8.41

Mulliken atomic charge list, values in e, 99 entries: atom 1 (In): 1.006, atom 2 (C): -1.181, atom 3 (C): -0.770, atom 4 (N): 0.483, atom 5 (C): -0.647, atom 6 (C): -1.295, atom 7 (C): -1.388, atom 8 (C): -0.325, atom 9 (N): -0.651, atom 10 (C): 0.751, atom 11 (C): 0.365, atom 12 (F): -0.228, atom 13 (C): -0.013, atom 14 (F): -0.363, atom 15 (C): -1.229, atom 16 (C): -0.053, atom 17 (F): -0.462, atom 18 (C): 0.367, atom 19 (F): -0.344, atom 20 (H): 0.427, atom 21 (H): 0.161, atom 22 (H): 0.291, atom 23 (H): 0.508, atom 24 (H): 0.589, atom 25 (H): 0.419, atom 26 (H): 0.408, atom 27 (H): 0.285, atom 28 (H): 0.445, atom 29 (H): 0.270, atom 30 (H): 0.437, atom 31 (H): 0.579, atom 32 (H): 0.344, atom 33 (H): 0.123, atom 34 (H): 0.514, atom 35 (C): -0.657, atom 36 (O): -0.398, atom 37 (P): 0.809, atom 38 (O): -0.385, atom 39 (C): -0.707, atom 40 (O): -0.289, atom 41 (C): -0.634, atom 42 (H): 0.261, atom 43 (H): 0.283, atom 44 (H): 0.263, atom 45 (H): 0.239, atom 46 (H): 0.196, atom 47 (H): 0.404, atom 48 (H): 0.280, atom 49 (H): 0.112, atom 50 (H): 0.311, atom 51 (C): -0.999, atom 52 (C): 3.270, atom 53 (C): -0.558, atom 54 (C): -0.115, atom 55 (C): -0.943, atom 56 (C): -0.423, atom 57 (C): -0.954, atom 58 (C): -0.013, atom 59 (H): 0.418, atom 60 (H): 0.406, atom 61 (H): 0.397, atom 62 (H): 0.415, atom 63 (H): 0.470, atom 64 (C): -2.119, atom 65 (C): 2.728, atom 66 (C): -1.779, atom 67 (C): -1.754, atom 68 (Si): -1.301, atom 69 (Br): -0.377, atom 70 (C): 2.740, atom 71 (C): -1.686, atom 72 (C): -1.813, atom 73 (C): -1.844, atom 74 (C): 2.467, atom 75 (C): -1.755, atom 76 (C): -1.698, atom 77 (C): -2.004, atom 78 (H): 0.630, atom 79 (H): 0.325, atom 80 (H): 0.250, atom 81 (H): 0.615, atom 82 (H): -0.047, atom 83 (H): 0.301, atom 84 (H): 0.538, atom 85 (H): 0.303, atom 86 (H): 0.330, atom 87 (H): 0.263, atom 88 (H): 0.574, atom 89 (H): 0.094, atom 90 (H): 0.344, atom 91 (H): 0.301, atom 92 (H): 0.551, atom 93 (H): 0.075, atom 94 (H): 0.605, atom 95 (H): 0.366, atom 96 (H): 0.325, atom 97 (H): 0.540, atom 98 (H): 0.253, atom 99 (H): 0.293